No. 1
Density functional theory data (ωB97M-V/def2-TZVPD) for a structure of composition C8H20N2O10Sr at a distorted geometry.

The geometry in XYZ format:
```
41
Properties=species:S:1:pos:R:3:forces:R:3:mulliken_spin:R:1
Sr 0.843 -0.131 0.415 0.42 -1.37 0.40 3.52
N 3.329 -2.446 2.250 3.98 -1.36 -0.04 0.09
O 3.632 -2.673 3.398 0.00 -0.36 2.96 0.00
O 4.167 -2.627 1.382 1.13 0.10 -1.69 -0.03
O 2.235 -2.068 1.960 -5.55 2.48 -1.36 -0.35
N 1.195 -3.433 -0.956 0.83 -3.51 1.36 -0.03
O 2.406 -3.512 -0.952 0.83 0.20 -0.88 0.00
O 0.491 -4.476 -1.038 -0.16 1.06 -0.53 0.01
O 0.665 -2.350 -0.691 -1.83 2.86 -0.10 0.01
C -1.150 -2.329 2.823 1.06 0.96 -0.38 0.03
O -1.281 -1.456 1.684 -0.51 0.57 0.13 -0.30
C -2.662 -1.105 1.378 2.37 -0.82 -0.45 0.00
C -2.583 -0.275 0.087 0.26 0.74 0.32 -0.47
O -1.532 0.759 0.058 -1.01 -0.89 0.50 -0.96
C -1.722 1.950 0.817 0.00 0.59 0.00 -0.58
H -0.140 -2.729 2.734 -0.09 -0.27 0.03 0.03
H -1.893 -3.126 2.859 -0.12 0.13 -0.11 0.01
H -1.140 -1.678 3.697 -0.41 -0.32 0.37 0.01
H -3.170 -0.644 2.224 0.06 0.20 0.00 0.04
H -3.020 -2.117 1.184 -1.21 0.33 -0.33 0.00
H -3.549 0.196 -0.098 -0.06 0.11 -0.11 -0.04
H -2.324 -0.910 -0.760 -0.01 -0.09 0.21 0.01
H -1.984 1.805 1.865 0.04 -0.32 0.03 0.11
H -2.414 2.666 0.374 -0.68 -0.34 -0.31 -0.26
H -0.797 2.525 0.765 0.36 -0.31 0.27 0.61
C 2.151 3.403 0.201 -0.44 0.19 1.44 0.71
O 1.359 2.413 -0.452 0.53 -0.26 -1.51 -0.76
C 1.238 2.670 -1.883 0.58 -0.37 0.41 -0.06
C 0.055 1.896 -2.461 0.88 0.51 1.77 -0.20
O 0.237 0.514 -2.024 0.99 0.98 -0.96 -0.28
C -0.396 -0.428 -2.868 -1.35 0.63 -0.98 -0.23
H 3.065 3.806 -0.236 -0.22 -0.31 -1.10 0.05
H 2.523 2.982 1.135 -0.35 -0.24 0.17 0.07
H 1.454 4.199 0.462 0.24 0.41 0.03 -0.01
H 2.170 2.376 -2.366 0.14 -0.36 0.00 0.20
H 1.201 3.747 -2.046 -0.63 0.10 0.01 0.01
H -0.006 2.123 -3.526 0.23 -0.88 -0.27 -0.02
H -0.822 2.375 -2.024 -0.49 -0.63 0.19 0.02
H -0.270 -0.143 -3.912 0.24 0.10 -0.17 -0.02
H -1.455 -0.275 -2.659 -0.37 -0.66 -0.20 0.03
H -0.103 -1.475 -2.797 0.31 0.39 0.87 0.02
```
Forces are in eV/Å.

Values from the calculation:
- ⟨S²⟩ = 0.75
- net charge = -1
- orbital gap (alpha / beta) (Ha) = 0.099 / 0.262
- multiplicity = 2

---

No. 2
Density functional theory data (ωB97M-V/def2-TZVPD) for a cluster of 5 separate species, C8H20N4O11 in total at a distorted geometry.

The geometry in XYZ format:
```
43
Properties=species:S:1:pos:R:3:forces:R:3:lowdin_charge:R:1
C 1.686 -6.417 2.169 0.74 -0.63 0.39 -0.07
C 2.167 -5.555 1.050 1.03 -0.73 -1.06 -0.20
O 1.220 -5.606 -0.069 0.24 0.37 0.73 0.05
C 0.483 -4.506 -0.121 -0.36 -0.62 -2.26 -0.62
O 0.517 -3.609 0.649 -0.30 1.49 1.41 0.12
O -0.237 -4.521 -1.267 0.18 -0.75 0.12 0.00
C -1.237 -3.519 -1.420 0.48 1.68 0.96 -0.04
H 0.834 -5.951 2.568 -1.44 0.41 0.66 0.06
H 2.402 -6.476 3.005 -0.01 0.06 -0.49 0.09
H 1.436 -7.440 1.860 0.11 0.31 -0.08 0.09
H 3.072 -5.963 0.591 0.02 0.04 0.16 0.12
H 2.368 -4.523 1.345 -0.25 -0.25 -0.06 0.12
H -0.967 -2.777 -2.211 -0.19 -0.91 0.38 0.09
H -1.230 -2.946 -0.462 -0.46 -0.31 -0.75 0.08
H -2.211 -3.971 -1.592 0.18 -0.09 -0.12 0.09
C -0.480 1.186 -4.739 -0.55 -1.13 -1.22 0.06
N -1.272 0.039 -4.175 -0.85 -0.67 0.80 -0.42
O -2.149 -0.489 -4.850 1.07 0.75 0.16 0.06
O -1.031 -0.294 -3.021 0.23 0.17 -0.65 0.03
H 0.021 1.687 -3.921 0.23 -0.09 -0.16 0.09
H -1.232 1.786 -5.238 0.06 0.35 0.09 0.09
H 0.133 0.731 -5.559 -0.14 0.55 1.03 0.12
C -0.593 5.862 0.127 -0.36 -0.51 0.42 0.04
N 0.113 6.796 1.087 0.49 -0.01 -1.33 -0.46
O 1.073 7.378 0.603 -0.32 -0.25 0.39 0.05
O -0.317 6.962 2.198 -0.24 -0.18 0.42 0.07
H -1.361 5.260 0.653 0.91 0.16 -0.03 0.10
H 0.170 5.271 -0.431 -0.74 0.55 0.52 0.11
H -1.173 6.521 -0.507 0.26 0.14 -0.42 0.09
C 0.712 3.052 3.103 -0.25 -0.27 0.23 0.06
N -0.670 2.615 3.429 -0.31 -0.65 -0.06 -0.44
O -1.267 1.949 2.592 0.27 0.37 0.03 0.03
O -1.112 2.894 4.511 -0.19 0.27 0.40 0.09
H 1.193 2.158 2.746 0.30 -0.13 -0.43 0.09
H 1.187 3.374 4.029 -0.19 0.37 -0.33 0.10
H 0.594 3.787 2.311 0.38 0.09 0.13 0.09
C -0.415 0.109 0.132 -0.87 1.31 0.25 0.05
N -0.418 1.492 -0.462 1.01 0.96 -0.13 -0.43
O 0.623 2.140 -0.301 -0.80 -0.49 0.03 0.01
O -1.367 1.911 -1.091 0.07 -0.39 0.42 0.05
H -1.339 -0.331 -0.218 -0.10 -0.27 0.30 0.09
H -0.355 0.278 1.233 0.03 -0.47 -1.01 0.09
H 0.431 -0.342 -0.336 0.61 -0.56 0.16 0.09
```
Forces are in eV/Å.

Values from the calculation:
- structure (SMILES) = C[N+](=O)[O-].C[N+](=O)[O-].C[N+](=O)[O-].C[N+](=O)[O-].CCOC(=O)OC
- orbital gap (Ha) = 0.407
- multiplicity = 1

---

Number 1: E -32903.0905 eV. Number 2: E -37091.7147 eV.